(1)
Here is an isolated molecule of C5H6O from the OMol25 dataset. Energies are from ωB97M-V/def2-TZVPD.

Bonds (Å) are listed after each position.
CARTESIAN COORDINATES (ANGSTROEM)
1 C -1.28274 0.86396 -0.02529  C2 1.496, H7 1.093, H8 1.096, H9 1.092
2 C -0.97013 -0.59909 -0.02606  C1 1.496, O3 1.419, C4 1.468, H10 1.092
3 O -0.22813 -1.21889 -1.06454  C2 1.419, C4 1.424
4 C 0.39689 -1.08072 0.20763  C2 1.468, O3 1.424, C5 1.450, H11 1.082
5 C 1.54911 -0.20010 0.23111  C4 1.450, C6 1.205
6 C 2.50401 0.53433 0.23366  C5 1.205, H12 1.069
7 H -0.36290 1.45005 -0.09122  C1 1.093
8 H -1.75978 1.08567 0.93636  C1 1.096
9 H -1.96708 1.14715 -0.82806  C1 1.092
10 H -1.76664 -1.25613 0.33087  C2 1.092
11 H 0.42937 -1.94981 0.85178  C4 1.082
12 H 3.34608 1.19264 0.23896  C6 1.069

Properties
Energy ... -269.244542 Ha
Orbital gap ... 11.02 eV
Relative energy (zero: lowest compared OMol25 entry of this formula, charge and spin) ... 267.0 kJ/mol
Lowest unoccupied orbital energy ... 0.0403 hartree
HOMO ... -9.928 eV
Structure (SMILES) ... C#C[C@@H]1O[C@@H]1C

=====

(2)
Here is an isolated molecule of C5H6O in a non-equilibrium geometry from the OMol25 dataset. Energies are from ωB97M-V/def2-TZVPD.

Bonds (Å) are listed after each position.
CARTESIAN COORDINATES (ANGSTROEM)
1 C -1.69458 -0.08644 -0.00109  C2 1.475, H7 1.093, H8 1.090, H9 1.098
2 C -0.23015 0.06299 0.09770  C1 1.475, C3 1.347, C6 1.425
3 C 0.43690 1.22098 -0.07159  C2 1.347, O4 1.341, H10 1.090
4 O 1.73286 0.99055 -0.32767  C3 1.341, C5 1.455
5 C 1.89376 -0.45062 -0.20577  O4 1.455, C6 1.353, H11 1.068
6 C 0.70696 -1.01032 0.12500  C2 1.425, C5 1.353, H12 1.094
7 H -2.16817 0.89595 0.07257  C1 1.093
8 H -2.07739 -0.76391 0.76226  C1 1.090
9 H -1.91551 -0.50485 -0.99202  C1 1.098
10 H 0.01472 2.21088 0.10079  C3 1.090
11 H 2.93585 -0.56588 -0.00232  C5 1.068
12 H 0.36476 -1.99935 0.44213  C6 1.094

Properties
Energy ... -269.309019 Ha
Orbital gap ... 9.63 eV
Relative energy (zero: lowest compared OMol25 entry of this formula, charge and spin) ... 97.7 kJ/mol
Lowest unoccupied orbital energy ... 0.0389 hartree
HOMO ... -8.576 eV
Structure (SMILES) ... Cc1ccoc1

=====

(3)
Here is an isolated molecule of C5H6O from the OMol25 dataset. Energies are from ωB97M-V/def2-TZVPD.

Bonds (Å) are listed after each position.
CARTESIAN COORDINATES (ANGSTROEM)
1 C 0.43156 -1.04171 -1.28254  C2 1.391, H7 1.086, H8 1.091
2 C 0.17428 -0.66240 0.03108  C1 1.391, C3 1.571, H10 1.313, H11 1.098
3 C -0.82926 0.53616 0.18528  C2 1.571, O4 1.285, C5 1.400
4 O -1.69083 0.65183 -0.76051  C3 1.285, H9 1.008
5 C -0.67602 1.39767 1.27806  C3 1.400, C6 1.294
6 C 0.50092 1.19978 1.77832  C5 1.294, H12 1.090
7 H 0.57503 -2.08543 -1.54648  C1 1.086
8 H 0.78906 -0.31549 -2.01401  C1 1.091
9 H -1.43858 -0.08400 -1.40114  O4 1.008
10 H 0.97579 -0.06174 0.87974  C2 1.313
11 H -0.14526 -1.48549 0.68415  C2 1.098
12 H 1.19456 1.68558 2.46432  C6 1.090

Properties
Energy ... -269.103070 Ha
Orbital gap (alpha / beta) ... 6.82 / 6.81 eV
Relative energy (zero: lowest compared OMol25 entry of this formula, charge and spin) ... 638.4 kJ/mol
Lowest unoccupied orbital energy (alpha / beta) ... -0.0271 / -0.0272 hartree
HOMO (alpha / beta) ... -7.555 / -7.550 eV

=====

(4)
Here is an isolated molecule of C5H6O from the OMol25 dataset. Energies are from ωB97M-V/def2-TZVPD.

Bonds (Å) are listed after each position.
CARTESIAN COORDINATES (ANGSTROEM)
1 C -1.48517 0.40601 -0.00585  C2 1.531, H7 1.092, H8 1.094, H9 1.096
2 C -0.48912 -0.72324 -0.28172  C1 1.531, C3 1.518, H10 1.095, H11 1.097
3 C 0.93063 -0.25176 -0.53895  C2 1.518, C4 1.300, C5 1.530
4 C 1.73495 -0.10082 -1.54841  C3 1.300
5 C 1.75647 0.31531 0.61732  C3 1.530, O6 1.204, H12 1.103
6 O 1.21772 0.94792 1.48922  C5 1.204
7 H -1.19283 0.97292 0.88047  C1 1.092
8 H -1.54499 1.09365 -0.85461  C1 1.094
9 H -2.48228 -0.01663 0.16234  C1 1.096
10 H -0.81736 -1.31481 -1.14290  C2 1.095
11 H -0.46040 -1.40407 0.57801  C2 1.097
12 H 2.83238 0.07552 0.64508  C5 1.103

Properties
Energy ... -269.204137 Ha
Orbital gap ... 9.41 eV
Relative energy (zero: lowest compared OMol25 entry of this formula, charge and spin) ... 373.1 kJ/mol
Lowest unoccupied orbital energy ... -0.0336 hartree
HOMO ... -10.323 eV